1.
{
  "formula": "C4H8N2O2",
  "method": "the ωB97M-V functional and the def2-TZVPD basis",
  "symbols": ["C", "O", "N", "H", "N", "H", "H", "H", "C", "H", "C", "H", "O", "H", "C", "H"],
  "xyz": [[0.888, 1.274, -0.186], [0.409, 0.061, 1.853], [-0.542, -0.380, -0.671], [-2.676, -0.278, -0.647], [2.220, -0.600, 0.601], [-1.959, -1.860, -0.289], [1.648, 1.990, -0.460], [-1.942, -0.563, 0.920], [1.073, 0.128, 0.663], [-1.543, 1.180, -2.228], [-1.835, -0.783, -0.153], [0.368, -0.860, 2.152], [-0.936, 1.725, -1.709], [2.641, -0.680, -0.311], [-0.257, 0.917, -0.859], [2.441, -1.270, 1.323]],
  "e_above_lowest_kcal_mol": 82.1,
  "gap_ha": 0.30581,
  "smiles": "C/N=C(O)/C=C(/N)O",
  "fmax_ev_per_a": 1.33
}

2.
{
  "formula": "C42H47F6NO5P2",
  "method": "the ωB97M-V functional and the def2-TZVPD basis",
  "symbols": ["H", "F", "H", "H", "H", "H", "H", "H", "F", "C", "H", "O", "H", "H", "H", "C", "C", "C", "H", "H", "C", "H", "H", "F", "H", "H", "H", "C", "H", "C", "F", "C", "P", "H", "C", "H", "H", "C", "C", "H", "O", "P", "H", "C", "C", "H", "C", "H", "N", "H", "C", "C", "C", "C", "C", "C", "C", "H", "C", "F", "H", "C", "H", "H", "C", "H", "C", "H", "O", "C", "H", "H", "C", "H", "H", "O", "H", "C", "C", "C", "C", "O", "H", "H", "F", "H", "C", "H", "C", "C", "C", "C", "H", "C", "H", "H", "H", "H", "C", "C", "C", "C", "C"],
  "xyz": [[0.274, -8.965, -2.206], [2.916, -2.215, 2.021], [-1.063, -0.466, -1.672], [1.112, 1.965, -0.879], [4.440, 1.432, -4.332], [1.345, -1.834, 0.383], [-4.153, 3.225, -4.569], [4.264, 1.599, 8.643], [6.722, 1.812, 7.897], [-3.620, 1.832, -3.035], [-7.971, 3.554, -5.993], [4.914, 0.016, -2.970], [-2.729, 2.652, 0.130], [-7.080, 4.263, -3.782], [4.891, 2.081, -2.763], [-3.258, 4.067, -1.416], [-7.071, 4.934, -4.631], [1.890, -4.317, 1.773], [5.103, 0.602, -0.996], [-3.743, 0.946, -3.643], [3.273, 2.996, -0.794], [1.615, -2.022, -2.800], [3.038, 0.728, -0.092], [-8.426, 0.945, 2.437], [2.387, 2.167, -3.403], [6.906, 2.526, 5.426], [1.135, -6.307, 1.553], [-3.658, 4.223, -2.736], [4.961, 2.952, 3.939], [0.302, -9.291, -1.175], [2.685, -9.679, 1.506], [3.309, 2.140, 6.782], [2.337, 1.334, -1.169], [-1.794, -9.735, -1.092], [-0.859, -9.724, -0.550], [-7.876, 2.847, 4.089], [2.410, 0.412, -3.412], [-7.012, 2.410, 3.607], [3.254, -6.298, 1.885], [-6.975, 7.387, -7.614], [0.832, -1.041, 0.174], [1.065, -0.570, -1.354], [2.654, 2.711, 4.823], [4.380, -5.514, 2.099], [-3.040, 2.800, -0.896], [-3.635, 2.633, 3.442], [-3.228, 1.710, -1.719], [5.037, -2.152, -1.978], [-0.211, -0.297, -2.200], [-1.720, -10.477, 1.265], [0.379, -10.132, 1.476], [5.664, 2.045, 7.095], [4.276, -4.132, 2.148], [4.393, 1.897, 7.612], [2.014, -5.698, 1.722], [-7.562, 4.548, -5.870], [1.517, -9.696, 0.827], [0.438, -10.454, 2.506], [3.507, 2.519, 5.461], [-6.083, 6.595, -3.293], [4.352, 2.839, -0.784], [-5.725, 2.856, 3.872], [6.416, -1.923, -0.893], [3.029, 3.774, -1.521], [-7.005, 6.700, -6.779], [2.305, 2.035, 7.170], [3.029, -3.566, 1.983], [-3.832, 5.212, -3.136], [1.962, -1.805, -1.921], [5.561, -0.095, -1.707], [2.422, -8.932, -0.949], [-5.575, 3.658, 4.583], [1.506, -9.272, -0.486], [3.342, -7.375, 1.846], [-3.988, 0.801, 1.819], [1.736, 3.827, 0.825], [3.345, 2.747, 2.273], [4.798, 2.655, 4.967], [-6.114, 0.791, 2.050], [5.444, -1.525, -1.182], [-3.838, 3.105, -3.541], [3.776, 3.184, 1.522], [-6.292, -0.011, 1.346], [5.348, -5.980, 2.228], [-3.018, 0.473, -1.212], [-6.107, 8.093, -5.391], [5.892, 2.421, 5.787], [0.930, -3.830, 1.661], [-6.515, 7.103, -5.545], [-6.559, 6.209, -4.495], [2.846, 1.290, -2.932], [-4.834, 1.249, 2.324], [-3.114, 4.934, -0.786], [-7.177, 1.384, 2.699], [6.609, 0.207, -1.810], [4.761, -1.583, -0.334], [-7.911, 5.118, -7.908], [5.138, -3.499, 2.308], [-0.817, -10.142, 0.773], [4.339, 1.274, -3.254], [-4.636, 2.279, 3.233], [2.829, 3.408, 0.557], [-7.529, 5.425, -6.945]],
  "gap_ha": 0.30873,
  "smiles": "CCOCC[PH2](CC(=O)O)P(=N)(O)O.Fc1ccccc1.Fc1ccccc1.Fc1ccccc1.Fc1ccccc1.Fc1ccccc1.Fc1ccccc1",
  "fmax_ev_per_a": 0.81
}

3.
{
  "formula": "C23H34N8O2",
  "method": "the ωB97M-V functional and the def2-TZVPD basis",
  "symbols": ["C", "N", "H", "H", "C", "H", "C", "H", "C", "H", "N", "C", "H", "H", "C", "C", "H", "H", "C", "N", "H", "C", "H", "H", "H", "O", "O", "H", "C", "C", "C", "C", "H", "C", "N", "H", "N", "H", "H", "C", "H", "N", "N", "C", "C", "H", "C", "H", "H", "H", "N", "C", "H", "H", "C", "H", "H", "H", "H", "C", "H", "H", "H", "C", "H", "C", "H"],
  "xyz": [[3.106, -5.807, -7.749], [-0.588, 8.666, -1.847], [-2.187, -3.890, 6.045], [3.652, 4.738, 0.949], [-3.124, -3.882, 6.597], [-0.924, 7.831, 1.166], [-5.907, -1.340, 3.954], [-3.099, -4.657, 7.360], [1.733, 3.922, 1.061], [4.862, -4.774, -8.230], [3.126, 7.198, 1.422], [1.678, -5.432, -4.278], [0.987, -5.341, -5.113], [4.700, -6.372, -8.982], [1.746, 8.433, 3.254], [-1.501, 3.263, -1.448], [0.345, -0.381, 1.208], [3.449, 3.172, 0.130], [-4.608, -0.807, 3.568], [0.589, -6.817, -2.359], [2.317, -2.255, 0.756], [2.516, 7.743, 2.226], [5.095, -6.240, -7.258], [2.253, 9.353, 3.538], [2.581, -5.926, -4.626], [1.995, -0.042, -0.025], [1.983, 0.639, -2.160], [-0.825, -4.374, -1.041], [-1.044, 7.222, 0.273], [-1.474, -2.871, 0.216], [1.235, -2.258, 0.610], [1.071, -6.211, -3.206], [1.268, 1.794, -0.689], [-4.232, -4.127, 5.682], [-1.705, 0.779, -2.205], [-1.700, 3.926, -2.289], [-3.581, -0.392, 3.263], [-2.761, -2.010, 1.866], [-2.213, 3.468, -0.651], [-0.602, -3.320, -0.862], [0.090, -0.777, -0.482], [0.591, 4.027, 1.096], [1.987, -5.814, -7.494], [-0.789, 8.030, -0.914], [-2.213, -2.442, 1.058], [0.756, 8.677, 2.874], [3.179, 3.758, 1.007], [-0.833, -2.802, -1.792], [-0.499, 3.449, -1.073], [-5.793, -1.964, 4.833], [-5.102, -4.309, 4.956], [-1.626, 1.876, -1.875], [-3.248, -2.912, 7.075], [-0.348, 6.385, 0.314], [0.816, -0.822, 0.329], [0.809, -2.603, 1.549], [-6.588, -0.520, 4.175], [1.460, -2.964, -1.430], [-6.316, -1.945, 3.148], [0.911, -3.219, -0.523], [1.930, -4.439, -3.909], [-2.061, 6.835, 0.245], [1.260, -4.211, -0.235], [4.527, -5.798, -8.074], [3.522, 3.241, 1.901], [1.725, 0.847, -1.014], [1.646, 7.794, 4.129]],
  "gap_ha": 0.35597,
  "smiles": "C#CCCCCOC=O.CC#N.CC#N.CC#N.CC#N.CC#N.CC#N.CC#N.CC#N",
  "fmax_ev_per_a": 0.65
}

4.
{
  "formula": "C2H4AlF4O3P2",
  "method": "the ωB97M-V functional and the def2-TZVPD basis",
  "symbols": ["H", "H", "F", "F", "P", "C", "F", "O", "P", "H", "O", "H", "F", "C", "O", "Al"],
  "xyz": [[0.202, -1.961, 0.723], [-1.470, 0.528, 1.634], [-1.714, 0.222, -1.705], [-1.729, 1.962, 0.204], [0.229, -1.042, -0.383], [-1.502, -0.334, -0.533], [-3.248, 0.568, 0.768], [1.565, 0.952, 1.580], [1.777, 0.484, 0.191], [3.787, 0.010, 0.769], [1.880, 1.685, -0.859], [2.096, 1.350, -1.760], [-2.363, -1.415, -0.413], [-1.930, 0.735, 0.642], [3.159, -0.322, 0.081], [-0.741, -3.423, -0.939]],
  "gap_ha": 0.19148,
  "charge": 3,
  "fmax_ev_per_a": 7.07
}

5.
{
  "formula": "C2H11O4",
  "method": "the ωB97M-V functional and the def2-TZVPD basis",
  "symbols": ["H", "O", "C", "H", "C", "H", "O", "H", "H", "H", "H", "H", "O", "H", "H", "H", "O"],
  "xyz": [[-3.038, -0.978, 2.941], [1.198, -0.841, -1.160], [-1.835, 0.049, 1.137], [-2.408, -1.948, 1.369], [-2.116, -1.121, 2.058], [-1.326, -1.531, 2.632], [3.347, 0.604, -3.015], [2.093, 1.458, -0.909], [0.484, -0.280, -0.376], [3.279, -0.259, -2.564], [-2.768, 0.114, 0.552], [0.775, 1.622, -0.248], [1.658, 2.063, -0.195], [-1.766, 1.019, 1.785], [2.528, 0.894, -2.501], [0.584, -0.803, -1.798], [-0.687, -0.064, 0.292]],
  "e_above_lowest_kcal_mol": 56.1,
  "gap_ha": 0.30567,
  "charge": -1,
  "fmax_ev_per_a": 5.92
}

6.
{
  "formula": "C15H32NO2PRb",
  "method": "the ωB97M-V functional and the def2-TZVPD basis",
  "symbols": ["H", "H", "H", "H", "H", "C", "H", "C", "H", "H", "C", "C", "C", "H", "H", "H", "H", "N", "H", "C", "H", "C", "Rb", "H", "H", "C", "C", "C", "O", "H", "H", "C", "O", "H", "H", "C", "C", "H", "H", "H", "H", "H", "C", "H", "P", "H", "C", "H", "H", "H", "H", "H"],
  "xyz": [[-1.541, -0.238, -2.429], [-4.745, 1.482, -0.431], [-5.104, -0.575, -1.209], [-3.237, 1.363, -1.283], [-2.632, 3.143, 1.581], [-3.808, 0.939, -0.466], [0.910, -1.023, -0.146], [1.624, 2.982, 0.471], [4.801, 1.492, -0.864], [1.821, 3.924, 0.949], [0.165, 2.889, 0.069], [-3.129, -1.355, -1.497], [0.870, -4.311, 2.122], [1.761, -4.549, 2.688], [-0.496, 1.267, 1.294], [-0.508, 2.817, 2.095], [-2.321, 2.988, -0.116], [1.252, -3.419, -0.258], [2.846, -2.525, -1.281], [2.661, -2.985, -0.322], [1.836, 2.188, 1.186], [-3.070, 1.203, 0.848], [3.715, 2.051, 2.293], [-3.119, -2.347, -1.063], [-4.297, -0.989, 0.261], [2.570, 2.764, -0.704], [-0.730, 2.320, 1.157], [-1.693, -0.848, -1.550], [1.409, -5.707, 0.221], [4.396, 1.885, 0.878], [0.048, -1.861, -2.412], [-0.688, -2.012, -1.632], [3.877, 3.291, -0.465], [0.065, 2.276, -0.821], [2.639, 1.691, -0.852], [-2.222, 2.477, 0.832], [-4.148, -0.523, -0.707], [3.312, -3.834, -0.186], [0.541, -3.316, 2.372], [0.103, -5.009, 2.426], [2.904, -2.254, 0.445], [-2.446, 0.342, 1.065], [4.768, 2.261, -0.105], [-1.182, -2.949, -1.842], [0.082, -2.158, 0.002], [-0.187, 3.882, -0.176], [1.158, -4.541, 0.667], [2.177, 3.216, -1.603], [-1.479, -0.256, -0.667], [-3.496, -1.485, -2.507], [5.768, 2.651, 0.031], [-3.802, 1.283, 1.639]],
  "gap_ha": 0.26778,
  "charge": 1,
  "fmax_ev_per_a": 9.06
}